#one
27
Properties=species:S:1:pos:R:3 method="wB97M-V/def2-TZVPD" homo_ev=-7.9 multiplicity=1 smiles=Cc1ccc(O)cc1.CCC
C -1.143 -2.460 -0.103
C -1.514 -1.780 -1.206
H 1.729 4.930 0.924
C 0.801 -1.320 -0.084
H -0.538 2.885 0.690
C 0.184 -2.291 0.477
C -0.847 -0.536 -1.560
H 0.274 5.337 0.492
H -1.355 -0.046 -2.366
H -2.352 -3.062 1.543
H 0.511 4.737 2.037
C 0.652 3.111 0.546
H 1.822 -1.004 0.266
C 0.722 4.480 0.995
C 1.169 1.972 1.737
H 1.660 2.318 2.638
H -1.548 -4.430 0.484
H 1.115 2.932 -0.520
O 1.329 0.589 -1.142
H 1.838 1.175 1.420
H 0.116 1.703 2.242
H 0.564 -2.911 1.172
H -2.976 -3.621 -0.129
C 0.346 -0.238 -1.014
H 1.254 1.394 -1.818
H -2.465 -2.080 -1.789
C -2.082 -3.433 0.522

=====

#two
27
Properties=species:S:1:pos:R:3 method="wB97M-V/def2-TZVPD" homo_ev=-8.2 multiplicity=1 smiles=Cc1ccc(O)cc1.CCC
C -1.493 0.309 2.547
C 1.003 0.391 1.241
H 0.043 1.784 -0.064
H -0.212 1.428 -2.121
C -2.520 1.177 0.386
H 2.219 -1.421 -2.967
C 0.819 -0.486 2.243
H 2.614 -0.136 -1.785
H 0.241 0.599 -3.510
C -0.433 -0.429 3.021
C -1.355 0.907 1.302
H 2.675 -1.160 2.293
H -3.523 1.485 0.760
C -0.137 0.334 -2.551
H -0.460 -1.287 3.814
H -2.665 0.301 -0.241
H 2.301 -2.014 -1.425
H -1.163 0.110 -2.877
C 2.016 -1.061 -2.028
C 0.507 -0.866 -1.870
H 1.987 0.514 0.784
H 0.328 -0.652 -0.773
O 1.832 -1.339 2.676
C -0.075 1.154 0.755
H 0.110 -1.841 -2.305
H -2.450 0.384 3.078
H -2.210 1.813 -0.383

=====

#three
27
Properties=species:S:1:pos:R:3 method="wB97M-V/def2-TZVPD" homo_ev=-8.4 multiplicity=1 smiles=CCc1ccc(O)cc1.CC
C 0.100 3.860 -0.899
C 0.691 -1.315 -0.660
H -0.765 4.498 -1.092
H 2.094 3.909 -0.143
H 1.229 5.423 0.024
H -2.492 -0.491 -0.762
H -1.139 0.289 -1.028
H -1.958 -2.697 0.927
C 1.113 4.334 0.077
C -0.565 -1.462 -0.056
C -0.031 -3.674 0.680
H -2.430 1.247 1.041
C -0.966 -2.668 0.492
H 0.446 3.681 -1.925
H 0.892 4.093 1.116
H 2.662 -2.191 -0.797
H -0.354 2.915 -0.581
H 0.759 -0.444 -1.293
C -1.564 -0.301 -0.200
H -0.234 -4.611 1.175
C 1.636 -2.344 -0.484
H -0.959 0.766 1.648
H 2.702 -4.621 -0.500
O 1.998 -4.683 0.174
C -1.826 0.335 1.123
H -2.264 -0.306 1.888
C 1.223 -3.545 0.055

=====

#four
27
Properties=species:S:1:pos:R:3 method="wB97M-V/def2-TZVPD" homo_ev=-8.3 multiplicity=1 smiles=Cc1ccc(O)cc1.CCC
H -1.763 3.857 -0.655
H -1.554 1.085 -0.259
H 1.264 -0.643 3.660
H 0.153 -2.036 3.464
H -0.502 -0.499 3.291
O 0.907 -2.262 -2.353
C -0.824 1.798 -0.633
C 1.843 -1.858 1.114
C -1.020 3.249 -0.137
H 2.607 -2.236 1.780
H -0.776 2.694 -2.702
C 1.971 -2.143 -0.275
H 0.220 1.502 -0.606
H 1.724 -2.638 -2.638
H -2.284 1.860 -2.271
H -1.151 -1.280 -1.328
H -1.301 -0.843 1.343
C 0.429 -1.021 3.091
C -0.428 -1.165 0.788
H -1.496 3.246 0.857
C 0.839 -1.880 -1.044
C -0.381 -1.380 -0.578
H -0.026 3.703 -0.060
C -1.202 1.859 -2.129
C 0.680 -1.328 1.623
H 2.817 -2.699 -0.637
H -0.745 1.057 -2.705

=====

It is #three that is most stable; the runner-up trails by 0.209 eV.

=====

#one
27
Properties=species:S:1:pos:R:3 method="wB97M-V/def2-TZVPD" homo_ev=-8.3 multiplicity=1 smiles=CCc1ccc(O)cc1.CC
H 1.987 -2.193 -2.433
H -0.075 -3.148 1.989
H 0.220 3.284 1.613
H -1.776 -1.402 2.778
H -2.600 2.847 1.180
H -0.164 4.032 0.140
H 3.705 -2.459 -3.910
H 1.325 -0.823 -3.004
C -0.272 -1.385 1.153
C -0.623 3.693 1.069
H -2.250 0.960 2.567
H 3.446 -0.984 -4.794
H 0.666 -1.274 -0.661
H 2.223 -2.086 -4.992
H -0.062 1.133 -1.067
C -1.690 2.610 0.632
C -1.182 -0.868 2.046
C 0.167 -0.639 0.052
C -1.554 0.476 1.908
C 2.926 -1.769 -4.224
C -1.117 1.231 0.825
H 3.003 -0.709 -2.305
C -0.286 0.647 -0.124
C 2.322 -1.262 -2.904
H -1.913 2.808 -0.416
H -1.189 4.536 1.453
O 0.063 -2.712 1.140

=====

#two
27
Properties=species:S:1:pos:R:3 method="wB97M-V/def2-TZVPD" homo_ev=-8.5 multiplicity=1 smiles=CCc1ccc(O)cc1.CC
O -4.075 1.855 -0.021
C 1.295 -4.268 -0.450
C 0.234 -3.489 0.352
H 1.633 -3.683 -1.298
H 0.231 -2.438 0.102
H 0.354 -3.710 1.411
H -0.243 -0.365 0.560
H -0.770 -3.852 0.138
C -2.691 1.842 0.004
H 2.209 -4.426 0.127
H 2.016 0.638 1.566
C -1.935 2.911 -0.434
H 3.426 1.168 0.644
H -4.389 2.445 -0.738
C -0.702 0.570 0.255
C 0.082 1.613 -0.219
C -2.072 0.661 0.394
C -0.548 2.814 -0.497
H -2.656 -0.175 0.754
H 0.920 -5.244 -0.693
H 1.974 2.112 -1.112
H 1.683 0.426 -0.968
H 0.019 3.664 -0.847
H -2.348 3.848 -0.790
C 2.373 1.369 0.856
H 2.422 2.345 1.334
C 1.557 1.369 -0.428

=====

#three
27
Properties=species:S:1:pos:R:3 method="wB97M-V/def2-TZVPD" homo_ev=-8.4 multiplicity=1 smiles=Cc1ccc(O)cc1.CCC
C -2.082 -1.548 -0.921
H -2.690 -2.616 0.868
H -1.089 -2.869 0.505
H -3.140 -0.030 -1.972
C 2.139 1.401 1.183
C 1.613 2.443 0.433
C -1.828 -2.058 0.491
C 0.766 2.208 -0.632
H -1.940 0.655 -1.126
H 3.384 -0.716 2.120
H 1.947 -1.479 2.309
H 1.902 3.445 0.699
C -2.669 -0.133 -0.977
H -3.498 0.029 -0.294
C 1.028 -0.166 -0.272
C 2.566 -1.067 1.502
H -2.858 -2.181 -1.334
H 2.824 -1.788 0.736
H -1.547 -1.303 1.221
C 0.579 0.895 -1.041
H -0.052 0.759 -1.891
H 0.489 4.037 -1.046
C 1.824 0.084 0.842
H -1.254 -1.587 -1.602
H 0.691 -1.168 -0.495
H 2.738 1.567 2.067
O 0.156 3.185 -1.374

=====

It is #two that is most stable; the runner-up trails by 0.394 eV.

=====

#one
27
Properties=species:S:1:pos:R:3 method="wB97M-V/def2-TZVPD" homo_ev=-8.8 multiplicity=1 smiles=Cc1ccc(O)cc1.CCC
H -0.307 -3.914 2.447
H 0.949 2.694 1.911
H 0.250 -1.751 3.630
C -0.724 0.364 -1.641
H 1.265 0.303 -2.538
H 0.164 -3.104 -0.289
O 0.952 3.037 1.012
H 2.267 1.715 -0.816
H -1.066 -2.602 1.543
H 0.689 -1.032 2.032
C -1.536 0.967 -0.672
C 0.632 -1.933 2.640
C -1.387 -0.566 -2.634
C -0.968 1.892 0.176
H 1.691 -2.162 2.732
H -0.667 -0.919 -3.357
H -1.865 -1.426 -2.177
C -0.101 -3.016 1.855
H -2.127 0.071 -3.114
C 0.414 2.098 0.149
H -2.589 0.728 -0.716
H 1.693 -2.921 0.482
C 1.213 1.490 -0.791
C 0.620 0.640 -1.747
H 1.172 -4.390 0.657
H -1.526 2.490 0.876
C 0.710 -3.392 0.604

=====

#two
27
Properties=species:S:1:pos:R:3 method="wB97M-V/def2-TZVPD" homo_ev=-8.3 multiplicity=1 smiles=CCc1ccc(O)cc1.CC
H -0.874 0.843 2.004
H 1.850 -1.773 1.426
H 3.193 1.551 1.168
H -3.612 1.302 1.744
H -2.828 2.580 0.547
C 1.373 -1.014 0.874
H -0.288 -2.386 0.283
O 3.153 0.472 1.190
H -1.975 -2.621 -3.166
H -2.417 -1.331 -1.083
C 1.966 0.247 0.576
H -0.402 1.407 -1.592
H 1.979 1.946 -0.651
C -1.187 -2.379 -2.434
C -0.371 -0.510 -0.687
H -2.549 0.711 0.381
C 0.228 0.749 -0.938
H -0.822 2.534 1.421
C 1.358 1.123 -0.330
H -0.916 -3.345 -1.867
C 0.170 -1.317 0.249
C -1.413 -1.117 -1.572
C -1.403 1.764 1.883
H -1.475 -0.182 -2.212
H -0.316 -2.133 -3.026
C -2.744 1.594 1.107
H -1.645 2.279 2.735

=====

It is #one that is most stable; the runner-up trails by 1.384 eV.